Molecular formula: C4H30BF4O11
Method: DFT, ωB97M-V/def2-TZVPD

Calculated values
- LUMO energy: 2.69 eV
- Kohn-Sham gap: 10.1 eV
- F_max: 1.32 eV Å⁻¹
- Net charge: -1

Each line ends with the Löwdin charge.
Atoms and positions in Å:
B -1.04638 0.67823 0.25056  -1.2539
F -1.80057 0.27619 -0.85939  0.1237
F -0.59018 1.97261 -0.01398  0.1479
F -1.79165 0.58276 1.42024  0.1514
F 0.01463 -0.26175 0.38047  0.1037
C 2.26065 -2.75454 -1.23440  -0.1559
O 1.84858 -3.88696 -1.99596  -0.1238
H 1.47329 -2.29698 -0.64371  0.0649
H 3.08132 -3.07664 -0.58475  0.0743
H 2.68258 -1.94971 -1.84379  0.0674
H 2.52718 -4.06865 -2.64828  0.0645
C -0.03951 2.71281 -3.31801  -0.1497
O -0.56476 1.41763 -3.04669  -0.1184
H 0.34083 2.65292 -4.33423  0.0790
H -0.74606 3.53181 -3.16290  0.0778
H 0.79265 2.93224 -2.64341  0.0530
H -1.07004 1.43703 -2.22415  0.0375
C 3.29305 0.17199 2.15659  -0.1608
O 3.88010 -0.92508 1.48007  -0.1299
H 3.30307 0.04182 3.23618  0.0756
H 3.81444 1.11052 1.94320  0.0796
H 2.26189 0.34420 1.83940  0.0616
H 4.06247 -0.67321 0.57047  0.0630
C -0.09266 -2.85788 2.36126  -0.1760
O -1.23749 -2.05270 2.44570  -0.1153
H 0.02267 -3.40567 1.42010  0.0718
H 0.86432 -2.34761 2.52264  0.0757
H -0.15154 -3.60272 3.15935  0.0716
H -1.09777 -1.25665 1.91544  0.0249
O -3.66404 2.65532 -0.10041  -0.0388
H -2.79090 2.25861 0.03669  0.0019
H -3.55260 3.22467 -0.86687  0.0414
O 1.67008 3.79878 -0.24372  -0.0670
H 1.04790 4.52881 -0.31963  0.0298
H 1.17504 3.02377 -0.54031  -0.0190
O -4.51280 2.30734 2.92143  -0.0652
H -4.79794 1.49199 3.34509  0.0274
H -4.22888 2.03777 2.03712  0.0001
O 2.04827 0.61768 -1.10057  -0.0623
H 1.61462 0.76035 -1.95275  0.0282
H 1.32948 0.30372 -0.50691  0.0061
O -0.23556 0.98980 3.95852  -0.0569
H -0.61538 0.83787 3.08234  0.0026
H -0.68779 0.35486 4.52261  0.0320
O -2.07822 -2.43887 -0.93074  -0.0504
H -2.12049 -1.48341 -0.71184  0.0255
H -2.99682 -2.71132 -1.02009  0.0535
O -1.22810 -2.30683 -3.68231  -0.0820
H -1.36523 -2.12432 -2.73356  -0.0066
H -0.30572 -2.57260 -3.74212  0.0145

Forces on the atoms, in the same order (eV/Å):
B 0.6 -0.7 -0.1
F -0.5 0.1 -0.1
F -0.1 -0.1 0.3
F -0.3 0.5 0.1
F 0.0 0.3 0.2
C 1.3 0.1 0.0
O -0.7 0.2 -0.1
H -0.3 -0.5 -0.1
H -0.2 0.2 0.4
H -0.2 0.0 -0.2
H 0.1 0.0 0.0
C 0.3 -0.6 0.6
O -0.1 0.4 -0.1
H -0.1 0.4 -0.1
H -0.3 -0.1 -0.4
H 0.2 0.0 -0.1
H 0.1 -0.1 -0.1
C -0.3 0.9 -0.5
O 0.2 -0.3 0.3
H 0.1 -0.4 0.0
H 0.2 -0.1 0.0
H -0.1 -0.2 0.1
H -0.2 0.2 0.0
C 0.7 -0.7 0.3
O 0.0 0.3 0.0
H -0.3 0.1 -0.1
H -0.2 0.4 0.0
H -0.2 0.0 0.0
H -0.1 -0.3 0.1
O 0.2 -0.1 0.1
H -0.3 0.2 -0.1
H 0.0 0.0 0.0
O 0.1 0.2 -0.2
H 0.0 -0.1 0.1
H 0.1 -0.1 0.3
O -0.1 -0.1 0.0
H 0.1 0.0 0.0
H 0.0 0.2 0.0
O -0.2 0.0 0.2
H -0.1 -0.1 0.1
H 0.6 0.2 -0.5
O 0.0 0.0 0.0
H 0.0 0.1 0.1
H 0.0 0.0 -0.1
O -0.1 0.6 0.1
H 0.0 -0.6 -0.2
H 0.1 0.0 0.0
O 0.0 0.1 0.1
H -0.1 -0.3 -0.2
H 0.0 0.0 0.1